[1]
Density functional theory data (ωB97M-V/def2-TZVPD) for a molecular structure, C31H30FeN4O3Si.

Summary:
M: 590.54 g mol⁻¹
Relative energy (zero: lowest compared OMol25 entry of this formula, charge and spin): 0.0 kJ/mol
Net charge: +1
Multiplicity: 2

Cartesian coordinates (Å):
Fe1 -0.298 -0.585 0.652
C1 2.857 3.370 -6.644
O1 3.946 2.453 -6.583
C2 3.707 1.197 -6.189
C3 2.442 0.703 -5.853
C4 2.301 -0.612 -5.458
C5 3.421 -1.453 -5.394
C6 4.685 -0.955 -5.767
C7 4.829 0.354 -6.140
N1 3.366 -2.787 -5.047
N2 2.344 -3.328 -4.549
C8 1.626 -2.980 -3.502
C9 0.363 -3.659 -3.381
C10 -0.578 -3.327 -2.470
C11 -0.301 -2.296 -1.519
O2 -1.109 -1.893 -0.673
C12 1.044 -1.702 -1.524
N3 1.244 -0.837 -0.515
C13 2.416 -0.230 -0.406
C14 3.461 -0.517 -1.283
C15 3.269 -1.413 -2.311
C16 2.010 -2.012 -2.473
H1 3.286 4.319 -6.947
H2 2.385 3.482 -5.665
H3 2.119 3.052 -7.381
H4 1.567 1.332 -5.922
H5 1.315 -0.991 -5.219
H6 5.532 -1.629 -5.746
H7 5.792 0.760 -6.418
H8 0.176 -4.432 -4.115
H9 -1.542 -3.814 -2.432
H10 2.520 0.480 0.404
H11 4.417 -0.034 -1.141
H12 4.085 -1.654 -2.973
C17 -0.011 -2.210 2.629
Si1 0.752 -0.620 3.317
C18 0.288 -0.296 5.089
C19 2.615 -0.795 3.187
N4 0.136 0.465 2.133
C20 -0.004 1.826 1.969
C21 0.298 2.827 2.893
C22 0.087 4.164 2.578
C23 -0.419 4.539 1.343
C24 -0.730 3.567 0.396
C25 -0.515 2.253 0.736
O3 -0.804 1.160 -0.117
C26 -1.291 1.380 -1.408
C27 -2.655 1.369 -1.617
C28 -3.129 1.535 -2.911
C29 -2.240 1.708 -3.964
C30 -0.872 1.719 -3.727
C31 -0.385 1.555 -2.437
H13 0.442 -3.104 3.060
H14 0.171 -2.349 1.538
H15 -1.089 -2.263 2.796
H16 0.522 -1.171 5.700
H17 -0.774 -0.077 5.205
H18 0.855 0.544 5.496
H19 3.003 -1.497 3.930
H20 3.114 0.163 3.354
H21 2.913 -1.168 2.205
H22 0.691 2.553 3.865
H23 0.324 4.923 3.311
H24 -0.580 5.583 1.110
H25 -1.134 3.837 -0.571
H26 -3.326 1.231 -0.780
H27 -4.194 1.528 -3.096
H28 -2.615 1.838 -4.970
H29 -0.180 1.866 -4.546
H30 0.677 1.575 -2.224

Here are the Mulliken charges for atoms 1 to 6, given in e: -0.152, -0.780, -0.436, 0.776, -0.253, -0.470

***

[2]
Density functional theory data (ωB97M-V/def2-TZVPD) for a molecular structure, C31H30IrN5O2PS.

Summary:
M: 759.87 g mol⁻¹
Relative energy (zero: lowest compared OMol25 entry of this formula, charge and spin): 109.8 kJ/mol
Net charge: +1
Multiplicity: 1

Cartesian coordinates (Å):
Ir1 -0.349 -0.167 -0.172
C1 -2.824 1.618 1.574
O1 -1.537 0.982 1.592
C2 -0.906 0.835 2.794
C3 -1.489 1.125 4.018
C4 -0.761 0.926 5.181
C5 0.538 0.441 5.127
C6 1.120 0.165 3.903
C7 0.405 0.374 2.731
N1 0.921 0.043 1.429
N2 2.129 -0.309 1.432
C8 2.796 -0.786 0.349
C9 2.360 -0.720 -0.990
O2 1.208 -0.231 -1.357
C10 3.230 -1.119 -2.040
C11 4.447 -1.643 -1.756
C12 4.905 -1.805 -0.415
C13 6.156 -2.399 -0.146
C14 6.598 -2.542 1.141
C15 5.798 -2.082 2.201
C16 4.576 -1.505 1.963
C17 4.097 -1.357 0.648
H1 -2.745 2.605 2.025
H2 -3.554 1.009 2.110
H3 -3.083 1.714 0.525
H4 -2.499 1.504 4.072
H5 -1.217 1.153 6.135
H6 1.099 0.280 6.037
H7 2.128 -0.214 3.841
H8 2.888 -0.991 -3.058
H9 5.096 -1.959 -2.564
H10 6.761 -2.736 -0.978
H11 7.558 -2.994 1.344
H12 6.152 -2.183 3.218
H13 3.972 -1.160 2.788
C18 -1.251 -2.341 2.315
P1 -0.690 -2.278 0.596
C19 -2.058 -3.079 -0.281
C20 -1.959 -4.357 -0.825
C21 -3.064 -4.934 -1.441
C22 -4.264 -4.246 -1.509
C23 -4.373 -2.974 -0.958
C24 -3.276 -2.393 -0.348
C25 0.732 -3.375 0.496
C26 1.292 -3.627 -0.758
C27 2.436 -4.397 -0.868
C28 3.044 -4.903 0.275
C29 2.499 -4.648 1.523
C30 1.340 -3.891 1.636
H14 -1.492 -3.381 2.543
H15 -2.159 -1.746 2.412
H16 -0.506 -1.965 3.012
H17 -1.029 -4.905 -0.768
H18 -2.983 -5.925 -1.865
H19 -5.121 -4.700 -1.990
H20 -5.312 -2.439 -1.006
H21 -3.364 -1.397 0.076
H22 0.838 -3.213 -1.653
H23 2.861 -4.592 -1.843
H24 3.949 -5.490 0.190
H25 2.973 -5.039 2.413
H26 0.924 -3.708 2.618
N3 -0.871 -0.116 -3.232
N4 -1.416 -0.587 -1.989
H27 0.111 -0.362 -3.210
H28 -0.889 0.898 -3.181
H29 -1.638 -1.568 -2.130
H30 -2.313 -0.120 -1.900
S1 -0.443 3.819 -2.627
C31 -0.873 2.637 -1.646
N5 -1.199 1.758 -0.913

Here are the Mulliken charges for atoms 1 to 6, given in e: 2.206, -1.330, 0.165, 0.906, -0.643, -0.756

***

[3]
Density functional theory data (ωB97M-V/def2-TZVPD) for a molecular structure, C31H30N10O2OsS2Si.

Summary:
M: 857.10 g mol⁻¹
Relative energy (zero: lowest compared OMol25 entry of this formula, charge and spin): 45.6 kJ/mol
Net charge: +2
Multiplicity: 1

Cartesian coordinates (Å):
Os1 0.322 -0.658 0.135
S1 7.479 -3.082 0.498
N1 6.362 -2.973 1.651
C1 5.243 -2.580 1.060
C2 3.981 -2.333 1.728
C3 3.758 -2.529 3.093
C4 2.509 -2.262 3.607
C5 1.512 -1.777 2.766
N2 1.723 -1.565 1.468
C6 2.930 -1.867 0.942
C7 3.060 -1.711 -0.497
N3 1.946 -1.320 -1.158
C8 2.011 -1.161 -2.479
C9 3.182 -1.395 -3.200
C10 4.317 -1.801 -2.539
C11 4.261 -1.964 -1.151
C12 5.382 -2.389 -0.334
N4 6.604 -2.639 -0.779
H1 4.563 -2.894 3.717
H2 2.286 -2.418 4.652
H3 0.528 -1.533 3.141
H4 1.117 -0.827 -2.987
H5 3.171 -1.252 -4.271
H6 5.243 -1.996 -3.063
N5 -5.622 4.141 -1.961
C13 -4.443 3.483 -2.067
C14 -4.361 2.273 -2.785
C15 -3.164 1.612 -2.902
C16 -2.020 2.133 -2.293
C17 -2.085 3.318 -1.562
C18 -3.282 3.987 -1.453
S2 -0.532 1.270 -2.412
O1 0.490 1.980 -1.696
O2 -0.284 0.793 -3.737
N6 -0.800 -0.086 -1.447
C19 -1.242 -1.348 -1.802
N7 -1.929 -1.720 -2.853
C20 -2.258 -3.014 -2.877
C21 -1.912 -3.909 -1.876
C22 -1.189 -3.426 -0.800
N8 -0.871 -2.136 -0.770
H7 -6.429 3.827 -2.468
H8 -5.659 5.066 -1.571
H9 -5.247 1.878 -3.266
H10 -3.106 0.697 -3.480
H11 -1.190 3.714 -1.101
H12 -3.332 4.919 -0.904
H13 -2.829 -3.344 -3.737
H14 -2.198 -4.949 -1.931
H15 -0.876 -4.043 0.031
C23 3.328 1.894 0.034
C24 2.054 2.124 0.776
C25 1.744 3.378 1.310
C26 0.550 3.592 1.975
C27 -0.373 2.550 2.102
C28 0.032 1.358 1.562
N9 1.208 1.108 0.961
N10 -0.761 0.199 1.403
Si1 -2.369 -0.138 2.212
C29 -3.587 1.000 1.395
C30 -2.134 0.181 4.026
C31 -2.754 -1.924 1.892
H16 3.356 2.522 -0.857
H17 3.419 0.855 -0.272
H18 4.185 2.159 0.653
H19 2.454 4.183 1.185
H20 0.322 4.573 2.372
H21 -1.347 2.682 2.543
H22 -3.493 2.038 1.715
H23 -4.596 0.669 1.657
H24 -3.502 0.975 0.305
H25 -1.760 1.183 4.241
H26 -1.459 -0.536 4.498
H27 -3.103 0.084 4.522
H28 -3.350 -2.048 0.986
H29 -3.332 -2.323 2.727
H30 -1.855 -2.535 1.794

Here are the Mulliken charges for atoms 1 to 6, given in e: 0.248, 0.226, -0.661, 0.762, 0.280, -0.594

***

[4]
Density functional theory data (ωB97M-V/def2-TZVPD) for a molecular structure, C31H30N4O10PV.

Summary:
M: 700.52 g mol⁻¹
Relative energy (zero: lowest compared OMol25 entry of this formula, charge and spin): 123.5 kJ/mol
Net charge: +1
Multiplicity: 2

Cartesian coordinates (Å):
V1 0.013 1.129 0.155
O1 -1.322 3.127 0.934
C1 -0.929 4.433 0.542
C2 -0.567 4.404 -0.924
N1 0.445 3.377 -1.126
C3 0.562 2.944 -2.509
C4 1.158 1.543 -2.546
O2 1.741 1.106 -3.499
O3 0.965 0.862 -1.438
C5 1.735 3.737 -0.556
C6 1.922 3.211 0.860
O4 2.623 3.686 1.698
O5 1.247 2.085 1.085
H1 -2.193 2.957 0.544
H2 -0.085 4.709 1.172
H3 -1.724 5.153 0.734
H4 -0.227 5.386 -1.271
H5 -1.451 4.128 -1.499
H6 1.167 3.610 -3.126
H7 -0.432 2.884 -2.957
H8 1.909 4.817 -0.549
H9 2.544 3.288 -1.137
C7 -4.443 -3.452 0.476
C8 -4.388 -2.099 -0.138
N2 -3.344 -1.306 -0.145
C9 -3.733 -0.169 -0.797
C10 -5.063 -0.274 -1.187
N3 -5.438 -1.512 -0.758
C11 -6.088 0.533 -1.917
O6 -5.774 1.756 -2.269
O7 -7.172 0.041 -2.114
C12 -2.799 0.951 -1.022
O8 -3.148 2.041 -1.479
O9 -1.600 0.702 -0.701
H10 -3.437 -3.855 0.555
H11 -5.049 -4.130 -0.125
H12 -4.877 -3.407 1.477
H13 -6.363 -1.881 -0.930
H14 -4.846 2.004 -1.999
O10 -2.229 0.987 2.021
N4 -1.017 0.372 1.949
C13 -0.844 -0.627 2.714
C14 0.314 -1.495 2.875
C15 0.304 -2.259 4.049
C16 1.323 -3.147 4.341
C17 2.367 -3.312 3.445
C18 2.383 -2.580 2.270
C19 1.376 -1.667 1.975
P1 1.488 -0.830 0.379
C20 1.195 -2.114 -0.839
C21 2.242 -2.866 -1.370
C22 1.959 -3.897 -2.249
C23 0.643 -4.181 -2.592
C24 -0.396 -3.437 -2.053
C25 -0.126 -2.399 -1.174
C26 3.164 -0.197 0.261
C27 3.821 0.224 1.419
C28 5.069 0.815 1.324
C29 5.663 0.989 0.082
C30 5.006 0.582 -1.071
C31 3.753 -0.003 -0.990
H15 -2.845 0.435 2.554
H16 -1.659 -0.873 3.398
H17 -0.518 -2.148 4.746
H18 1.295 -3.715 5.260
H19 3.165 -4.013 3.652
H20 3.197 -2.719 1.568
H21 3.269 -2.648 -1.110
H22 2.769 -4.476 -2.671
H23 0.429 -4.983 -3.286
H24 -1.421 -3.656 -2.323
H25 -0.944 -1.824 -0.756
H26 3.359 0.108 2.390
H27 5.573 1.147 2.222
H28 6.640 1.450 0.012
H29 5.464 0.724 -2.041
H30 3.233 -0.286 -1.896

Here are the Mulliken charges for atoms 1 to 6, given in e: 0.374, -0.291, -0.888, -0.694, 0.241, -0.935

***

[5]
Density functional theory data (ωB97M-V/def2-TZVPD) for 2 unconnected molecules or ions with the total composition C31H30NOS.

Summary:
M: 464.65 g mol⁻¹
Net charge: +1
Multiplicity: 1
E_tot: -1727.15813 Ha

Cartesian coordinates (Å):
C1 -6.187 -1.520 0.803
N1 -5.453 -1.149 1.996
C2 -6.199 -1.383 3.217
C3 -4.064 -0.888 1.974
C4 -3.574 0.436 2.107
C5 -2.220 0.702 2.058
C6 -1.274 -0.306 1.767
C7 0.187 0.064 1.678
C8 1.080 -0.489 0.690
S1 2.711 -0.635 1.307
C9 2.749 -1.449 2.928
C10 3.359 -1.997 0.295
O1 0.646 0.949 2.446
C11 -1.745 -1.634 1.731
C12 -3.108 -1.912 1.818
H1 -5.611 -1.235 -0.080
H2 -6.395 -2.597 0.776
H3 -7.156 -1.004 0.787
H4 -5.624 -1.037 4.079
H5 -7.157 -0.849 3.175
H6 -6.433 -2.451 3.337
H7 -4.302 1.244 2.238
H8 -1.876 1.721 2.244
H9 0.782 -1.327 0.081
H10 3.789 -1.385 3.236
H11 2.115 -0.906 3.639
H12 2.453 -2.506 2.844
H13 4.390 -1.744 0.072
H14 3.295 -2.913 0.887
H15 2.793 -2.100 -0.643
H16 -1.025 -2.440 1.664
H17 -3.470 -2.942 1.785
C13 1.454 0.843 -1.130
C14 0.655 1.991 -0.715
C15 -0.737 1.838 -0.586
C16 -1.547 2.936 -0.304
C17 -0.983 4.208 -0.142
C18 0.400 4.362 -0.260
C19 1.217 3.275 -0.569
C20 2.919 0.894 -1.175
C21 3.371 0.012 -2.213
C22 4.708 -0.134 -2.520
C23 5.643 0.558 -1.739
C24 5.221 1.433 -0.730
C25 3.860 1.613 -0.438
C26 2.209 -0.558 -2.872
C27 1.028 0.001 -2.266
C28 -0.189 -0.170 -2.910
C29 -0.254 -1.020 -4.028
C30 0.899 -1.625 -4.556
C31 2.152 -1.356 -3.996
H18 -1.193 0.850 -0.708
H19 -2.632 2.794 -0.214
H20 -1.624 5.066 0.063
H21 0.856 5.350 -0.133
H22 2.281 3.444 -0.756
H23 5.000 -0.785 -3.343
H24 6.716 0.435 -1.930
H25 5.964 1.991 -0.159
H26 3.551 2.326 0.330
H27 -1.085 0.372 -2.605
H28 -1.222 -1.197 -4.507
H29 0.810 -2.287 -5.421
H30 3.077 -1.775 -4.402

Here are the Mulliken charges for atoms 1 to 6, given in e: -1.029, 0.258, -0.964, -0.207, -0.168, -0.810

***

[6]
Density functional theory data (ωB97M-V/def2-TZVPD) for a molecular structure, C31H31BF4O2S.

Summary:
M: 554.46 g mol⁻¹
Relative energy (zero: lowest compared OMol25 entry of this formula, charge and spin): 428.0 kJ/mol
Multiplicity: 1

Cartesian coordinates (Å):
C1 -3.042 5.242 -0.659
C2 -2.110 4.286 -0.038
C3 -1.919 4.000 1.303
C4 -1.023 2.899 1.523
C5 -0.585 2.334 0.336
B1 -0.794 -0.248 0.081
C6 0.271 1.100 0.177
C7 1.196 0.963 1.319
C8 2.432 1.535 1.295
C9 2.954 2.039 0.094
C10 4.330 2.627 0.105
F1 4.850 2.745 -1.148
F2 4.382 3.869 0.668
F3 5.192 1.840 0.819
C11 2.225 1.951 -1.089
C12 1.012 1.330 -1.082
O1 -1.518 -0.437 1.250
C13 -2.861 -0.845 0.881
C14 -2.968 -2.301 1.274
C15 -3.906 -0.102 1.702
C16 -2.928 -0.543 -0.685
C17 -3.531 -1.656 -1.517
C18 -3.659 0.747 -1.032
O2 -1.550 -0.375 -1.098
S1 -1.150 3.225 -1.035
H1 -3.571 5.818 0.109
H2 -2.545 5.940 -1.343
H3 -3.787 4.680 -1.243
H4 -2.439 4.529 2.097
H5 -0.720 2.535 2.494
H6 0.849 0.429 2.202
H7 3.032 1.608 2.204
H8 2.647 2.340 -2.015
H9 0.547 0.988 -2.004
H10 -3.839 -2.785 0.822
H11 -2.064 -2.840 1.012
H12 -3.076 -2.349 2.360
H13 -4.912 -0.445 1.409
H14 -3.785 -0.335 2.765
H15 -3.884 0.991 1.595
H16 -4.548 -1.887 -1.178
H17 -3.604 -1.331 -2.562
H18 -2.918 -2.566 -1.489
H19 -4.741 0.631 -0.870
H20 -3.284 1.596 -0.444
H21 -3.500 0.984 -2.094
F4 5.790 -0.741 -1.581
C19 4.518 -1.105 -1.955
C20 4.316 -1.587 -3.238
C21 3.004 -1.896 -3.605
C22 1.952 -1.723 -2.707
C23 2.175 -1.280 -1.386
C24 1.023 -1.292 -0.438
C25 1.183 -2.162 0.746
C26 0.315 -3.264 0.901
C27 0.527 -4.208 1.906
C28 1.593 -4.065 2.808
C29 2.473 -2.985 2.659
C30 2.258 -2.036 1.648
C31 3.495 -0.968 -1.023
H22 5.155 -1.708 -3.923
H23 2.801 -2.291 -4.597
H24 0.933 -1.982 -3.007
H25 0.135 -1.538 -1.045
H26 -0.458 -3.421 0.135
H27 -0.141 -5.063 1.990
H28 1.751 -4.793 3.604
H29 3.334 -2.861 3.326
H30 2.953 -1.200 1.542
H31 3.758 -0.591 -0.035

Here are the Mulliken charges for atoms 1 to 6, given in e: -1.274, 0.787, -0.943, -0.516, 0.121, 0.572